# 1
Below is a molecular structure, C31H42Br2N11O5PV at a distorted geometry, with properties calculated with the ωB97M-V functional and the def2-TZVPD basis.

XYZ file:
```
93
Properties=species:S:1:pos:R:3
V 0.2101 0.2827 0.6765
O -0.1701 6.0293 -1.6883
C -0.2275 4.8903 -1.3112
C -1.4654 4.2032 -0.6866
O -2.5656 4.6849 -0.5743
C -0.9808 2.8588 -0.2966
C 0.3220 2.6948 -0.7513
O 0.8275 1.4895 -0.5010
C 0.9057 3.8655 -1.3505
O 2.0176 4.0671 -1.8042
O -1.5656 1.9280 0.3270
N -1.5310 1.4686 3.3306
C -1.9113 0.2348 2.8435
N -2.9335 -0.4381 3.3071
N -2.8905 -1.6156 2.6055
N -1.9113 -1.6267 1.7903
N -1.2381 -0.4292 1.8965
C -0.2525 1.9556 3.1696
N 0.2697 2.9289 3.8836
N 1.5445 3.0256 3.4204
N 1.7576 2.1712 2.4905
N 0.6096 1.4460 2.2957
H -2.0892 1.8640 4.0650
Br 1.9017 -1.9018 2.3241
C 1.7146 -3.3660 1.1901
Br 0.2044 -1.6371 -1.0224
H 0.9107 -4.0444 1.4280
H 2.6134 -3.6884 0.6880
N 4.3675 0.9511 1.6083
C 4.5462 0.3068 0.4126
C 5.8390 0.0171 -0.0683
C 5.9683 -0.6167 -1.2829
C 4.8248 -0.9664 -1.9986
C 3.5999 -0.6789 -1.4202
N 3.4474 -0.0660 -0.2450
H 5.1505 1.4631 1.9720
H 3.4529 1.3537 1.7987
H 6.7054 0.2840 0.5261
H 6.9550 -0.8372 -1.6762
H 4.8780 -1.4523 -2.9636
H 2.6723 -0.9610 -1.9072
C -6.9150 1.9037 -0.3606
C -5.8586 2.7004 -1.1548
C -4.5139 1.9604 -1.2167
C -4.7325 0.4451 -1.3411
C -5.4124 -0.0903 -0.0529
C -6.2382 0.9925 0.6604
P -3.1166 -0.4161 -1.5354
C -2.5193 0.0284 -3.2426
C -3.5538 0.2780 -4.3836
C -3.4453 1.6899 -4.9667
C -2.0419 1.9799 -5.5105
C -0.9371 1.4884 -4.5424
C -1.5027 1.1752 -3.1589
C -3.6221 -2.1844 -1.8999
C -3.7235 -3.0465 -0.6343
C -3.6306 -4.5383 -1.0067
C -4.3477 -4.8454 -2.3398
C -5.4609 -3.8297 -2.5818
C -4.8662 -2.4221 -2.7850
H -7.5079 1.2827 -1.0418
H -7.6116 2.5868 0.1322
H -5.6977 3.6790 -0.6944
H -6.2273 2.8829 -2.1696
H -3.9172 2.1659 -0.3272
H -3.9361 2.3422 -2.0588
H -5.3924 0.2725 -2.1969
H -4.6561 -0.4731 0.6396
H -6.0628 -0.9327 -0.3116
H -5.5846 1.5916 1.3009
H -6.9789 0.5209 1.3106
H -1.9296 -0.8559 -3.4999
H -4.5754 0.1190 -4.0360
H -3.3885 -0.4455 -5.1913
H -3.6919 2.4190 -4.1916
H -4.1850 1.8149 -5.7625
H -1.9400 3.0549 -5.6810
H -1.9279 1.4945 -6.4850
H -0.1423 2.2327 -4.4613
H -0.4780 0.5741 -4.9324
H -1.9510 2.0753 -2.7295
H -0.6964 0.8742 -2.4905
H -2.7360 -2.5480 -2.4334
H -4.6675 -2.8472 -0.1169
H -2.9252 -2.7895 0.0592
H -4.0647 -5.1417 -0.2029
H -2.5756 -4.8174 -1.0856
H -4.7444 -5.8643 -2.3420
H -3.6348 -4.7812 -3.1699
H -6.1367 -3.8276 -1.7194
H -6.0605 -4.1110 -3.4523
H -5.6394 -1.6820 -2.5692
H -4.5960 -2.3026 -3.8384
```

Properties
Net charge   -2
E_HOMO (spin up / spin down)   -2.543 / -2.738 eV
Spin multiplicity   4
Gap between HOMO and LUMO (spin up / spin down)   6.761 / 6.820 eV

=====

# 2
Below is a molecular structure, C31H42Br2N4O2PTm at a distorted geometry, with properties calculated with the ωB97M-V functional and the def2-TZVPD basis.

XYZ file:
```
83
Properties=species:S:1:pos:R:3
Tm -0.7881 -0.2869 0.0547
C -5.1116 -0.2630 0.8240
C -4.0339 -0.0305 1.8890
C -3.7060 -1.3556 2.5920
C -2.8066 0.7693 1.4159
C -2.9727 1.6129 0.2705
C -2.1578 2.5481 -0.3147
C -0.7503 3.0027 -0.0328
C -0.6823 4.4612 -0.5217
C -0.4864 1.6908 2.3120
C -1.6720 0.7718 2.2458
H -5.8771 -0.9183 1.2357
H -4.7060 -0.7509 -0.0643
H -5.6199 0.6545 0.5270
H -4.4798 0.6185 2.6531
H -3.1467 -2.0247 1.9441
H -4.6370 -1.8539 2.8569
H -3.1466 -1.2244 3.5183
H -3.9561 1.5440 -0.1690
H -2.6043 3.0815 -1.1494
H -1.4182 5.0723 0.0031
H -0.9007 4.5126 -1.5902
H 0.3016 4.9006 -0.3653
H 0.4349 1.0996 2.2512
H -1.7173 0.1323 3.1182
Br -0.2883 -4.7761 1.9597
C -1.2654 -4.3357 0.4131
C -1.8457 -5.3538 -0.3596
C -2.6030 -5.0405 -1.4500
Br -3.3890 -6.4369 -2.4414
C -2.7992 -3.6892 -1.8289
C -3.5895 -3.2814 -2.9227
C -3.7247 -1.9496 -3.2136
C -3.0592 -1.0140 -2.4244
N -2.3051 -1.3410 -1.3906
C -2.1771 -2.6761 -1.0624
C -1.4121 -3.0032 0.0950
O -0.9092 -2.0265 0.8638
H -1.6973 -6.3863 -0.0751
H -4.0892 -4.0312 -3.5206
H -4.3287 -1.6160 -4.0452
H -3.1427 0.0435 -2.6458
O 0.8762 -0.7101 -1.1436
P 2.0568 0.0909 -0.6071
N 1.2483 1.4987 -0.0582
C 2.0327 2.5415 0.6339
C 1.1460 3.3654 1.5988
C -0.3338 2.9729 1.4662
C 0.2359 2.1508 -0.9078
N 3.2555 0.5019 -1.6073
C 3.0803 1.5009 -2.6859
C 4.4738 1.5607 -3.2949
C 4.8954 0.0899 -3.2950
C 4.3358 -0.4655 -1.9794
N 2.7307 -0.6577 0.6592
C 1.9182 -1.5309 1.5459
C 2.8411 -1.8300 2.7253
C 3.7697 -0.6116 2.7652
C 4.0457 -0.3754 1.2866
H 2.4791 3.1962 -0.1198
H 2.8466 2.0669 1.1757
H 1.2861 4.4272 1.4137
H 1.4618 3.1976 2.6285
H -0.9479 3.7363 1.9461
H -0.4929 2.0364 3.3524
H 0.7159 2.8074 -1.6368
H -0.3019 1.3941 -1.4926
H 2.7549 2.4590 -2.2822
H 2.3521 1.1593 -3.4279
H 5.1279 2.1467 -2.6466
H 4.4765 2.0072 -4.2864
H 5.9736 -0.0372 -3.3558
H 4.4463 -0.4260 -4.1444
H 5.0929 -0.4788 -1.1978
H 3.9435 -1.4754 -2.0994
H 1.5932 -2.4280 1.0297
H 1.0207 -1.0071 1.9122
H 3.4201 -2.7318 2.5216
H 2.2835 -1.9869 3.6459
H 4.6841 -0.7850 3.3285
H 3.2536 0.2493 3.2014
H 4.7852 -1.0950 0.9300
H 4.4031 0.6245 1.0468
```

Properties
Net charge   +2
E_HOMO (spin up / spin down)   -13.137 / -13.135 eV
Spin multiplicity   3
Gap between HOMO and LUMO (spin up / spin down)   6.818 / 6.835 eV

=====

For reference, relative energy (zero: lowest compared OMol25 entry of this formula, charge and spin) by record: 261.7, 225.8 kJ/mol.